Entry from OMol25: C19H20N2O3S in the gas phase (ωB97M-V/def2-TZVPD).

The geometry in XYZ format:
```
45
C19H20N2O3S | OMol25 | ωB97M-V/def2-TZVPD
N 3.988 2.024 -5.554
O -0.211 -3.917 4.219
O 1.384 -2.121 3.592
C 3.153 1.831 -4.754
O -1.142 0.741 -1.241
C -0.928 0.446 0.074
C -0.144 0.478 2.224
C -0.050 1.132 1.012
C -1.519 -0.573 0.735
C 0.969 2.271 -3.823
C 2.281 0.585 -2.765
C -0.108 1.995 -2.963
C 1.210 0.243 -1.938
C 2.159 1.574 -3.749
C -0.007 0.957 -2.010
N -0.993 -0.595 2.052
C 2.167 2.426 1.220
C 1.182 3.311 1.955
C -2.408 -2.166 -1.173
C -3.505 -1.134 -0.919
C 0.711 2.410 0.769
C -2.601 -1.549 0.240
C 0.280 -3.497 1.617
C -1.189 -1.603 3.112
S 0.131 -2.812 3.280
H 0.366 0.657 3.143
H 0.912 3.013 -4.613
H 3.200 0.043 -2.666
H -1.052 2.570 -3.066
H 1.324 -0.465 -1.159
H 2.842 2.924 0.474
H 2.655 1.587 1.715
H 1.256 4.355 1.825
H 1.027 2.896 2.983
H -2.743 -3.204 -1.316
H -1.581 -1.845 -1.812
H -4.547 -1.433 -0.908
H -3.318 -0.207 -1.505
H 0.397 2.926 -0.186
H -3.101 -2.139 1.000
H 0.662 -2.741 0.960
H -0.670 -3.875 1.269
H 0.994 -4.293 1.633
H -1.328 -1.100 4.091
H -2.104 -2.126 2.927
```

Computed properties:
- Structure (SMILES): CS(=O)(=O)Cn1cc(C2CC2)c(Oc2ccc(C#N)cc2)c1C1CC1
- HOMO-LUMO gap: 0.31584 Ha
- HOMO: -0.3058 Ha
- DFT total energy: -1469.294668 Ha
- Energy relative to the best compared isomer or geometry (same formula, charge and spin): 531.3 kJ/mol
- Charge: 0

---

Entry from OMol25: C19H20N2O5 in the gas phase (ωB97M-V/def2-TZVPD).

The geometry in XYZ format:
```
46
C19H20N2O5 | OMol25 | ωB97M-V/def2-TZVPD
O -2.250 0.878 0.929
C -1.082 0.567 0.880
N -0.525 -0.124 -0.133
H 0.469 -0.324 -0.112
C -1.289 -0.561 -1.273
H -2.346 -0.549 -0.997
H -0.999 -1.579 -1.547
C -1.074 0.344 -2.492
C -1.741 1.712 -2.328
H -1.351 2.243 -1.459
O -1.480 2.522 -3.450
C -1.683 1.874 -4.641
C -1.795 2.631 -5.800
C -2.028 2.016 -7.015
C -2.164 0.639 -7.081
C -2.034 -0.126 -5.938
C -1.781 0.482 -4.715
O -1.622 -0.322 -3.612
H -2.120 -1.200 -5.965
H -2.361 0.157 -8.026
H -2.114 2.615 -7.909
H -1.701 3.702 -5.719
H -2.823 1.566 -2.205
H 0.006 0.499 -2.656
C -0.080 0.950 1.983
N 0.491 -0.197 2.659
C 1.471 -0.995 2.132
O 1.934 -0.868 1.022
C 1.866 -2.028 3.166
H 1.692 -3.020 2.741
C 0.961 -1.743 4.367
C 0.138 -0.535 3.958
O -0.661 0.064 4.619
C 1.730 -1.397 5.656
C 2.824 -0.424 5.343
C 3.604 -0.652 4.297
C 3.369 -1.878 3.472
H 3.702 -2.761 4.026
H 3.918 -1.838 2.531
H 4.403 0.015 4.015
H 2.940 0.443 5.973
H 2.160 -2.315 6.067
H 1.030 -0.988 6.384
H 0.277 -2.570 4.573
H -0.612 1.535 2.738
H 0.729 1.540 1.543
```

Computed properties:
- Structure (SMILES): O=C(CN1C(=O)[C@H]2CC=CC[C@H]2C1=O)NC[C@@H]1COc2ccccc2O1
- HOMO-LUMO gap: 0.32459 Ha
- HOMO: -0.3044 Ha
- DFT total energy: -1221.784460 Ha
- Energy relative to the best compared isomer or geometry (same formula, charge and spin): 80.0 kJ/mol
- Charge: 0

---

Entry from OMol25: C19H20N4O4S in the gas phase (ωB97M-V/def2-TZVPD).

The geometry in XYZ format:
```
48
C19H20N4O4S | OMol25 | ωB97M-V/def2-TZVPD
C -7.588 -1.769 0.558
C -6.299 -1.012 0.460
C -5.389 -1.282 -0.554
C -4.186 -0.607 -0.646
C -3.866 0.365 0.295
C -4.771 0.644 1.316
C -5.970 -0.038 1.394
H -6.660 0.193 2.193
H -4.533 1.400 2.052
N -2.666 1.089 0.273
C -1.623 1.003 -0.597
O -1.595 0.268 -1.560
C -0.474 1.936 -0.202
C 0.270 1.357 1.011
C 1.045 0.101 0.612
N 1.962 0.367 -0.475
S 3.400 1.097 -0.029
O 3.348 1.529 1.337
O 3.810 2.023 -1.040
C 4.528 -0.305 -0.106
C 4.166 -1.514 -0.616
C 5.068 -2.608 -0.690
C 6.357 -2.516 -0.257
C 6.769 -1.277 0.273
N 7.922 -0.862 0.763
O 7.738 0.405 1.113
N 6.512 0.852 0.878
C 5.850 -0.159 0.349
H 7.052 -3.338 -0.307
H 4.707 -3.536 -1.106
H 3.156 -1.640 -0.974
C 1.313 0.891 -1.660
C 0.510 2.155 -1.356
H -0.032 2.456 -2.253
H 1.208 2.949 -1.081
H 2.097 1.113 -2.383
H 0.653 0.116 -2.055
H 1.635 -0.259 1.456
H 0.359 -0.687 0.285
H 0.988 2.091 1.381
H -0.424 1.113 1.819
H -0.908 2.905 0.076
H -2.578 1.758 1.026
H -3.496 -0.827 -1.443
H -5.626 -2.034 -1.292
H -7.960 -2.029 -0.430
H -8.344 -1.184 1.077
H -7.436 -2.695 1.114
```

Computed properties:
- Structure (SMILES): Cc1ccc(NC(=O)C2CCN(S(=O)(=O)c3cccc4nonc34)CC2)cc1
- HOMO-LUMO gap: 0.28174 Ha
- HOMO: -0.3124 Ha
- DFT total energy: -1654.123432 Ha
- Energy relative to the best compared isomer or geometry (same formula, charge and spin): 323.4 kJ/mol
- Charge: 0

---

Entry from OMol25: an isolated ion of composition C19H20NOS and charge +1 (ωB97M-V/def2-TZVPD).

The geometry in XYZ format:
```
42
C19H20NOS | OMol25 | ωB97M-V/def2-TZVPD
C 3.932 -6.355 -2.248
C 4.526 -5.126 -2.472
C 4.149 -4.025 -1.722
C 3.183 -4.151 -0.734
C 2.589 -5.387 -0.513
C 2.961 -6.484 -1.269
H 2.494 -7.441 -1.092
H 1.833 -5.485 0.252
C 2.758 -2.964 0.089
H 3.357 -2.082 -0.174
H 2.886 -3.179 1.159
O 1.382 -2.715 -0.185
C 0.745 -1.723 0.441
C 1.322 -0.842 1.359
C 0.557 0.150 1.942
C -0.791 0.288 1.637
C -1.367 -0.591 0.719
C -0.616 -1.578 0.130
H -1.051 -2.268 -0.575
H -2.418 -0.510 0.479
C -1.614 1.383 2.246
H -1.155 1.764 3.159
H -2.625 1.037 2.471
N -1.730 2.518 1.272
H -2.126 2.151 0.395
H -0.786 2.855 1.047
C -2.575 3.667 1.723
C -2.691 4.681 0.640
C -2.233 5.965 0.618
C -2.530 6.625 -0.595
C -3.194 5.837 -1.476
S -3.496 4.271 -0.851
H -3.534 6.076 -2.464
H -2.258 7.644 -0.800
H -1.716 6.431 1.437
H -3.556 3.264 1.989
H -2.121 4.110 2.611
H 1.018 0.816 2.657
H 2.362 -0.927 1.628
H 4.614 -3.066 -1.902
H 5.282 -5.021 -3.235
H 4.224 -7.212 -2.835
```

Computed properties:
- Structure (SMILES): c1ccc(COc2ccc(C[NH2+]Cc3cccs3)cc2)cc1
- HOMO-LUMO gap: 0.31245 Ha
- HOMO: -0.4121 Ha
- DFT total energy: -1263.955713 Ha
- Charge: +1

---

Entry from OMol25: C19H21AlN4O2 as an isolated structure (ωB97M-V/def2-TZVPD).

The geometry in XYZ format:
```
47
C19H21AlN4O2 | OMol25 | ωB97M-V/def2-TZVPD
Al -0.684 0.856 -0.980
C -3.385 -0.132 -0.880
O -1.990 -0.472 -0.963
C -1.683 -1.859 -0.926
C -2.558 -2.799 -1.438
C -2.249 -4.152 -1.371
C -1.065 -4.580 -0.791
C -0.199 -3.659 -0.252
C -0.489 -2.282 -0.286
N 0.321 -1.494 0.457
N 0.228 -0.220 0.344
C 0.759 0.639 1.267
C 0.252 1.955 1.117
O -0.541 2.202 0.049
C 0.557 2.941 2.048
C 1.373 2.639 3.116
C 1.943 1.362 3.275
C 2.817 1.090 4.347
C 3.429 -0.134 4.460
C 3.201 -1.122 3.500
C 2.318 -0.902 2.462
C 1.659 0.329 2.334
H -3.864 -0.730 -0.104
H -3.884 -0.296 -1.835
H -3.441 0.921 -0.593
H -3.500 -2.512 -1.877
H -2.952 -4.865 -1.764
H -0.833 -5.630 -0.741
H 0.714 -3.966 0.230
H 0.145 3.931 1.922
H 1.600 3.399 3.849
H 3.004 1.868 5.073
H 4.107 -0.323 5.278
H 3.708 -2.073 3.581
H 2.121 -1.680 1.743
N 0.929 0.854 -2.250
C 0.781 2.080 -3.060
C -0.635 2.087 -3.625
N -1.567 1.914 -2.487
H 1.812 0.912 -1.730
H 1.063 0.054 -2.876
H 1.517 2.129 -3.864
H 0.922 2.942 -2.403
H -0.766 1.248 -4.315
H -0.818 3.020 -4.164
H -2.497 1.682 -2.843
H -1.683 2.828 -2.036
```

Computed properties:
- HOMO-LUMO gap (alpha / beta): 0.21941 / 0.21944 Ha
- HOMO (alpha / beta): -0.4939 / -0.4939 Ha
- DFT total energy: -1348.154938 Ha
- Charge: +2

---

Entry from OMol25: C19H21Br45FNO as an isolated structure (ωB97M-V/def2-TZVPD).

The geometry in XYZ format:
```
88
C19H21Br45FNO | OMol25 | ωB97M-V/def2-TZVPD
O 1.242 -3.601 2.182
C 0.767 -2.465 2.040
C 0.068 -1.901 0.802
C -0.502 -0.582 1.324
F -1.779 -0.796 1.804
C 0.393 -0.221 2.509
N 0.799 -1.551 3.056
H 0.636 -1.862 -0.120
H -0.794 -2.567 0.682
H -0.361 0.239 0.618
H -0.155 0.346 3.253
H 1.332 0.187 2.132
H 1.719 -1.469 3.473
C -4.902 1.176 1.502
Br -3.452 2.245 2.174
Br -6.408 1.194 2.691
Br -5.388 1.703 -0.282
H -4.555 0.155 1.447
C 2.757 1.283 -1.867
Br 1.248 1.507 -3.037
Br 2.409 2.023 -0.126
Br 3.305 -0.563 -1.766
H 3.577 1.846 -2.289
C 2.849 -4.865 -1.410
Br 3.644 -6.607 -1.227
Br 1.824 -4.367 0.189
Br 4.161 -3.526 -1.863
H 2.166 -4.916 -2.247
C -6.809 -2.851 0.595
Br -8.094 -1.446 0.337
Br -5.014 -2.255 0.222
Br -6.955 -3.639 2.342
H -7.041 -3.627 -0.121
C -0.454 5.279 -1.495
Br 1.425 5.521 -1.832
Br -1.398 4.739 -3.082
Br -0.764 4.082 -0.028
H -0.849 6.244 -1.206
C 5.085 -2.341 -5.424
Br 6.005 -0.650 -5.436
Br 3.800 -2.463 -6.850
Br 6.312 -3.819 -5.438
H 4.533 -2.395 -4.496
C -3.551 6.582 2.773
Br -1.670 6.828 2.450
Br -4.471 6.034 1.177
Br -3.883 5.377 4.237
H -3.951 7.543 3.060
C 4.751 -5.043 3.836
Br 3.283 -4.741 2.604
Br 4.351 -4.436 5.626
Br 5.332 -6.882 3.833
H 5.585 -4.451 3.490
C 1.864 9.335 -2.953
Br 3.302 10.441 -2.320
Br 0.382 9.329 -1.729
Br 1.314 9.823 -4.729
H 2.236 8.321 -3.001
C 1.616 3.587 3.793
Br 2.243 5.387 3.547
Br 1.736 3.025 5.626
Br -0.164 3.365 3.097
H 2.266 2.942 3.220
C -3.435 -6.089 -0.546
Br -1.949 -5.105 0.170
Br -4.924 -6.110 0.668
Br -3.921 -5.412 -2.276
H -3.110 -7.111 -0.676
C -2.709 -2.298 -5.245
Br -3.355 -4.020 -5.811
Br -2.102 -2.338 -3.422
Br -1.356 -1.618 -6.429
H -3.544 -1.615 -5.287
C -0.523 -5.134 5.660
Br -1.052 -6.887 5.067
Br 0.118 -5.164 7.484
Br 0.746 -4.341 4.443
H -1.410 -4.517 5.652
C 10.391 -3.709 -3.429
Br 10.120 -2.035 -4.337
Br 9.050 -4.009 -2.086
Br 10.494 -5.179 -4.666
H 11.343 -3.649 -2.924
C -7.651 8.350 -0.726
Br -6.041 9.394 -0.853
Br -7.410 6.585 -1.449
Br -8.322 8.292 1.075
H -8.399 8.842 -1.330
```

Computed properties:
- HOMO-LUMO gap: 0.31766 Ha
- HOMO: -0.3401 Ha
- DFT total energy: -116796.848672 Ha
- Charge: 0

---

Entry from OMol25: C19H21Cl2N4O2Tc as an isolated structure (ωB97M-V/def2-TZVPD).

The geometry in XYZ format:
```
49
C19H21Cl2N4O2Tc | OMol25 | ωB97M-V/def2-TZVPD
Tc 0.317 0.056 0.011
N 1.633 -0.777 1.610
C 1.228 -0.497 3.024
C 1.199 0.993 3.334
C 0.123 1.784 2.605
N 0.409 1.909 1.135
H 1.688 -1.788 1.500
H 2.594 -0.458 1.504
H 1.931 -0.984 3.700
H 0.243 -0.928 3.188
H 2.185 1.436 3.155
H 1.012 1.095 4.403
H 0.066 2.783 3.037
H -0.851 1.307 2.713
H 1.305 2.390 1.049
H -0.270 2.564 0.750
Cl -3.710 -5.963 1.256
C -2.944 -4.464 1.222
C -3.204 -3.515 2.222
C -2.603 -2.282 2.186
Cl -2.934 -1.126 3.386
C -1.685 -1.924 1.124
O -1.182 -0.763 1.085
C -1.416 -2.925 0.120
C -0.489 -2.688 -0.951
O 0.239 -1.686 -1.083
C -2.046 -4.158 0.179
H -3.889 -3.759 3.026
H -0.411 -3.464 -1.718
H -1.837 -4.901 -0.584
N 1.879 0.664 -1.393
C 1.293 1.391 -2.526
C 2.034 1.868 -3.575
C 1.407 2.565 -4.623
C 0.054 2.777 -4.604
C -0.732 2.285 -3.538
C -2.130 2.457 -3.454
C -2.817 1.939 -2.380
C -2.120 1.247 -1.393
N -0.802 1.061 -1.434
C -0.096 1.575 -2.492
H 2.306 -0.191 -1.755
H 2.666 1.203 -1.036
H 3.108 1.719 -3.609
H 2.003 2.935 -5.446
H -0.430 3.325 -5.403
H -2.653 2.997 -4.234
H -3.887 2.058 -2.293
H -2.643 0.828 -0.542
```

Computed properties:
- <S²>: 3.789
- HOMO-LUMO gap (alpha / beta): 0.26984 / 0.19341 Ha
- HOMO (alpha / beta): -0.6453 / -0.6480 Ha
- DFT total energy: -2106.414454 Ha
- Multiplicity: 4
- Charge: +3

---

Entry from OMol25: an isolated ion of composition C19H21Cl3F3N2O3 and charge +1 (ωB97M-V/def2-TZVPD).

The geometry in XYZ format:
```
51
C19H21Cl3F3N2O3 | OMol25 | ωB97M-V/def2-TZVPD
C 3.273 -3.254 3.186
C 2.297 -2.657 2.234
Cl 0.807 -3.492 2.034
C 2.511 -1.542 1.543
Cl 3.993 -0.714 1.620
N 1.470 -1.026 0.617
C 1.994 -0.413 -0.674
C 2.562 1.012 -0.600
C 3.859 1.153 -1.385
F 1.633 1.892 -1.128
C 0.859 -0.597 -1.687
O -0.423 -0.807 -1.114
C -0.777 -0.095 0.045
Cl -2.256 -0.912 0.616
C -1.097 1.383 -0.237
C -1.643 1.658 -1.641
C -2.990 1.048 -1.922
C -3.136 0.004 -2.816
C -4.376 -0.566 -3.048
C -5.488 -0.090 -2.381
C -5.359 0.960 -1.490
C -4.119 1.525 -1.268
C 0.257 -0.356 1.215
N 0.414 0.852 2.041
C -0.737 1.015 2.912
O -1.346 2.014 3.022
F -1.006 -0.115 3.571
C 1.573 1.044 2.862
O 1.870 0.413 3.810
F 2.237 2.127 2.468
H 3.277 -2.676 4.108
H 4.270 -3.273 2.754
H 2.984 -4.272 3.422
H 1.067 -1.916 0.289
H 2.796 -1.078 -0.977
H 2.753 1.330 0.414
H 4.531 0.321 -1.196
H 4.372 2.051 -1.056
H 3.645 1.226 -2.447
H 1.063 -1.497 -2.262
H 0.834 0.226 -2.396
H -0.246 2.026 -0.055
H -1.868 1.698 0.463
H -0.937 1.384 -2.419
H -1.746 2.742 -1.698
H -2.279 -0.394 -3.341
H -4.467 -1.385 -3.744
H -6.458 -0.534 -2.549
H -6.223 1.340 -0.968
H -4.020 2.343 -0.567
H -0.205 -1.127 1.820
```

Computed properties:
- Structure (SMILES): C/C(Cl)=C(\Cl)[N@H+]1[C@@H](N(C(=O)F)C(=O)F)[C@@](Cl)(CCc2ccccc2)OC[C@H]1[C@@H](C)F
- HOMO-LUMO gap: 0.28974 Ha
- HOMO: -0.4127 Ha
- DFT total energy: -2751.713557 Ha
- Charge: +1

---

Entry from OMol25: C19H21ClN4O2 in the gas phase (ωB97M-V/def2-TZVPD).

The geometry in XYZ format:
```
47
C19H21ClN4O2 | OMol25 | ωB97M-V/def2-TZVPD
N -6.641 -3.666 -0.507
C -6.901 -2.404 -0.082
O -8.015 -2.057 0.252
C -5.730 -1.481 -0.055
C -4.417 -1.911 0.100
C -3.373 -1.007 0.130
C -3.628 0.356 -0.001
C -4.945 0.794 -0.140
C -5.981 -0.114 -0.159
H -7.004 0.215 -0.256
H -5.151 1.852 -0.228
N -2.617 1.322 0.010
C -1.265 1.153 0.082
O -0.710 0.080 0.156
C -0.523 2.500 0.055
N 0.915 2.446 0.092
C 1.510 1.926 1.316
C 2.221 0.587 1.119
N 3.272 0.742 0.137
C 4.332 -0.120 0.073
C 5.467 0.185 -0.694
C 6.544 -0.674 -0.752
C 6.523 -1.857 -0.035
C 5.422 -2.181 0.739
C 4.340 -1.326 0.789
H 3.485 -1.614 1.378
H 5.405 -3.106 1.294
Cl 7.880 -2.935 -0.104
H 7.407 -0.419 -1.348
H 5.519 1.114 -1.239
C 3.018 1.721 -0.896
H 3.450 2.697 -0.632
C 1.516 1.882 -1.105
H 1.087 0.906 -1.373
H 1.336 2.577 -1.933
H 3.466 1.384 -1.835
H 2.665 0.288 2.073
H 1.487 -0.171 0.817
H 0.743 1.809 2.083
H 2.240 2.663 1.675
H -0.864 3.095 0.909
H -0.812 3.029 -0.861
H -2.953 2.273 -0.059
H -2.360 -1.350 0.255
H -4.193 -2.960 0.232
H -5.756 -3.931 -0.898
H -7.412 -4.310 -0.574
```

Computed properties:
- Structure (SMILES): NC(=O)c1ccc(NC(=O)CN2CCN(c3ccc(Cl)cc3)CC2)cc1
- HOMO-LUMO gap: 0.28759 Ha
- HOMO: -0.2740 Ha
- DFT total energy: -1566.357823 Ha
- Energy relative to the best compared isomer or geometry (same formula, charge and spin): 59.9 kJ/mol
- Charge: 0

---

Number 1: maximum force 3.6 eV/A. Number 2: maximum force 0.6 eV/A. Number 3: maximum force 1.8 eV/A. Number 4: maximum force 0.7 eV/A. Number 5: maximum force 2.3 eV/A. Number 6: maximum force 4.0 eV/A. Number 7: maximum force 0.8 eV/A. Number 8: maximum force 0.8 eV/A. Number 9: maximum force 0.5 eV/A.